(1)
{
  "formula": "H9O4",
  "method": "the ωB97M-V functional and the def2-TZVPD basis",
  "energy_ha": -306.0795,
  "e_lumo_ev": -3.63,
  "e_homo_ev": -16.073,
  "charge": 1,
  "homo_lumo_gap_ev": 12.4,
  "multiplicity": 1,
  "symbols": ["O", "H", "H", "H", "O", "H", "H", "O", "H", "H", "O", "H", "H"],
  "xyz": [[-0.75146, -0.07512, 0.06108], [-0.23903, -0.47926, 0.69430], [-0.57163, 1.03346, 0.18657], [-0.24001, -0.34517, -0.84272], [-0.07203, -0.84102, -2.26853], [-1.01431, -1.00173, -2.26270], [0.22393, 0.01568, -2.76786], [0.18188, 2.31480, 0.22780], [0.41895, 2.55194, 1.17347], [-0.63002, 2.84556, 0.04228], [0.68060, -1.74066, 1.63095], [0.79874, -2.72478, 1.66751], [1.21439, -1.55370, 2.45785]],
  "forces_ev_per_angstrom": [[-1.1, 3.8, -3.6], [2.2, -2.3, 3.4], [0.5, -2.1, -0.2], [-0.8, 0.1, 0.4], [1.9, 2.3, -0.1], [-0.6, 0.2, -1.0], [-1.4, -2.5, 0.9], [-1.3, 0.4, 1.4], [-0.3, -0.3, -1.5], [0.9, 0.1, 0.1], [1.5, -1.2, 2.0], [-0.6, 1.0, -0.7], [-0.9, 0.4, -1.3]],
  "nbo_charge": [-0.839, 0.533, 0.523, 0.523, -0.921, 0.508, 0.525, -0.907, 0.523, 0.511, -0.984, 0.507, 0.497]
}

(2)
{
  "formula": "H9O4S",
  "method": "the ωB97M-V functional and the def2-TZVPD basis",
  "energy_ha": -704.5826,
  "e_lumo_ev": 3.36,
  "e_homo_ev": -3.222,
  "charge": -1,
  "homo_lumo_gap_ev": 6.6,
  "multiplicity": 1,
  "symbols": ["S", "H", "H", "H", "O", "H", "H", "O", "H", "H", "O", "H", "H", "O"],
  "xyz": [[2.35410, 1.42253, 1.91167], [1.53679, 1.20319, 2.99289], [-1.25666, -0.40346, 0.54046], [-2.33181, -1.59043, 0.79140], [-1.81703, -1.12304, 0.13281], [4.31387, -2.09250, 0.43251], [2.88428, -1.67299, 0.05866], [3.42366, -2.43115, 0.31540], [-2.65705, 0.55420, -1.68583], [-3.44163, 0.75916, -2.92041], [-3.14071, 1.27080, -2.11874], [-0.32846, 1.87638, 0.27539], [0.71609, 1.09465, -0.32096], [-0.25544, 1.13266, -0.40525]],
  "forces_ev_per_angstrom": [[-0.5, -0.1, 0.3], [0.4, 0.1, -0.6], [-0.7, -1.0, -0.6], [0.2, 0.2, 0.4], [0.5, 0.8, -0.1], [-0.1, 0.2, 0.1], [0.1, 0.1, 0.3], [-0.1, -0.3, -0.3], [0.4, 0.3, 0.6], [0.2, 1.1, 1.0], [-0.6, -1.4, -1.6], [-0.3, -1.3, -1.2], [0.0, -0.6, 0.0], [0.3, 1.8, 1.6]],
  "nbo_charge": [-1.078, 0.095, 0.517, 0.461, -0.988, 0.466, 0.489, -0.956, 0.492, 0.449, -0.942, 0.483, 0.501, -0.988]
}

(3)
{
  "formula": "H9O5",
  "method": "the ωB97M-V functional and the def2-TZVPD basis",
  "energy_ha": -381.4567,
  "s2": 0.75,
  "e_lumo_ev": [-0.30, -4.25],
  "e_homo_ev": [-11.185, -11.184],
  "charge": 0,
  "homo_lumo_gap_ev": [10.9, 6.9],
  "multiplicity": 2,
  "symbols": ["O", "H", "O", "H", "H", "O", "H", "H", "O", "H", "H", "O", "H", "H"],
  "xyz": [[1.13285, 2.01731, 2.34896], [0.40993, 2.45867, 2.89904], [2.29058, 0.99774, -0.27088], [2.14230, 0.10552, -0.19435], [1.89571, 1.46763, 0.42949], [-0.25887, -0.27423, 1.31624], [-1.11497, 0.15837, 1.13592], [0.57898, 1.30836, 1.81691], [-2.44036, -1.13379, -2.80361], [-3.13912, -1.15506, -2.13024], [-1.60566, -1.30755, -2.14470], [-0.25843, -1.58270, -1.15463], [0.32097, -2.32335, -1.66206], [0.04610, -0.73694, 0.41390]],
  "forces_ev_per_angstrom": [[-3.1, -0.8, -0.4], [1.6, -0.8, -1.1], [1.4, 2.4, -2.2], [-0.6, -3.0, 0.7], [-0.6, 0.7, 1.5], [0.6, -1.0, -2.5], [0.5, -0.5, -0.2], [1.4, 1.5, 1.7], [2.5, -0.7, 2.9], [-0.1, 0.1, -0.5], [-2.9, 0.7, -2.6], [2.2, -2.4, -1.5], [-1.7, 2.2, 1.5], [-1.3, 1.6, 2.9]],
  "mulliken_spin": [0.000, 0.000, 0.001, -0.001, 0.000, 0.003, 0.000, 0.000, 0.004, 0.001, -0.003, 1.025, -0.030, -0.001]
}

(4)
{
  "formula": "HI5Si2",
  "method": "the ωB97M-V functional and the def2-TZVPD basis",
  "energy_ha": -2068.1787,
  "e_lumo_ev": -2.43,
  "e_homo_ev": -8.534,
  "charge": 0,
  "homo_lumo_gap_ev": 6.1,
  "multiplicity": 1,
  "symbols": ["Si", "Si", "I", "I", "I", "I", "I", "H"],
  "xyz": [[-0.35860, -0.68646, -0.86863], [-2.95706, -2.25223, 0.30765], [1.15574, -2.63010, -1.31334], [-1.27694, 0.33206, -2.88292], [-3.65418, -3.51498, -1.67617], [-2.27883, -3.87682, 2.14726], [-4.70525, -0.75497, 1.22063], [0.53549, 0.41720, -0.48469]],
  "forces_ev_per_angstrom": [[-1.0, -1.4, -0.1], [1.5, 0.5, 0.2], [-0.5, 0.6, 0.1], [-0.1, -0.2, 0.0], [0.1, 0.3, 0.4], [-0.3, 0.8, -0.9], [0.4, -0.4, -0.3], [-0.1, -0.1, 0.7]],
  "nbo_charge": [0.509, 0.377, -0.182, -0.176, -0.109, -0.149, -0.121, -0.149]
}

(5)
{
  "formula": "HINO",
  "method": "the ωB97M-V functional and the def2-TZVPD basis",
  "energy_ha": -428.2639,
  "e_lumo_ev": [3.81, 3.81],
  "smiles": "[O-]NI",
  "e_homo_ev": [-3.152, -3.156],
  "charge": -1,
  "homo_lumo_gap_ev": [7.0, 7.0],
  "multiplicity": 1,
  "symbols": ["O", "N", "I", "H"],
  "xyz": [[-0.84561, 1.14864, -0.18657], [-0.36263, 0.09853, 0.41093], [1.97712, -0.59816, -0.08367], [-0.76888, -0.64901, -0.14069]],
  "forces_ev_per_angstrom": [[1.3, -1.8, 1.3], [-2.5, 3.3, -0.6], [0.9, -0.3, -0.4], [0.3, -1.2, -0.3]],
  "nbo_charge": [-0.506, -0.171, -0.600, 0.277]
}

(6)
{
  "formula": "HLiO2S",
  "method": "the ωB97M-V functional and the def2-TZVPD basis",
  "energy_ha": -556.7230,
  "e_lumo_ev": [-2.42, -2.41],
  "e_homo_ev": [-6.905, -6.908],
  "charge": 0,
  "homo_lumo_gap_ev": [4.5, 4.5],
  "multiplicity": 1,
  "symbols": ["S", "O", "Li", "O", "H"],
  "xyz": [[-0.76251, 0.16142, 0.12200], [-0.08481, -0.56489, -0.96880], [1.54105, -0.77317, -1.82232], [0.12247, 0.92008, 0.99647], [0.90312, -0.80961, -3.47722]],
  "forces_ev_per_angstrom": [[2.3, 0.1, -0.4], [-1.3, 0.8, 1.9], [-0.2, -0.1, -1.0], [-1.3, -0.8, -0.9], [0.5, 0.1, 0.4]],
  "nbo_charge": [1.640, -0.891, 0.790, -0.796, -0.743]
}

(7)
{
  "formula": "HN3O",
  "method": "the ωB97M-V functional and the def2-TZVPD basis",
  "energy_ha": -239.9193,
  "e_lumo_ev": [-0.15, -0.33],
  "e_homo_ev": [-8.757, -8.331],
  "charge": 0,
  "homo_lumo_gap_ev": [8.6, 8.0],
  "multiplicity": 1,
  "symbols": ["N", "N", "N", "O", "H"],
  "xyz": [[-1.89289, 0.32259, -0.08396], [-0.77166, 0.29012, 0.13395], [0.55456, -0.01559, -0.17269], [0.74763, -1.27255, -0.00837], [1.36236, 0.67544, 0.13108]],
  "forces_ev_per_angstrom": [[2.6, -0.4, 0.0], [-2.2, 2.0, 0.9], [1.3, -1.1, -0.9], [0.7, 0.6, 0.0], [-2.5, -1.1, 0.1]],
  "nbo_charge": [0.064, 0.102, -0.047, -0.500, 0.381]
}

(8)
{
  "formula": "HN3O",
  "method": "the ωB97M-V functional and the def2-TZVPD basis",
  "energy_ha": -240.0331,
  "e_lumo_ev": -0.35,
  "smiles": "N#N.N=O",
  "e_homo_ev": -9.578,
  "charge": 0,
  "homo_lumo_gap_ev": 9.2,
  "multiplicity": 1,
  "symbols": ["N", "N", "N", "O", "H"],
  "xyz": [[-1.20518, -0.51580, 0.28592], [-1.97085, -0.10236, -0.36655], [1.07644, 0.15365, 0.43753], [0.75552, 1.09282, -0.23836], [1.34407, -0.62831, -0.11854]],
  "forces_ev_per_angstrom": [[-0.8, -0.6, 0.1], [-0.3, 0.1, -0.1], [0.0, 2.5, 1.8], [0.6, -0.4, -0.1], [0.5, -1.6, -1.7]],
  "nbo_charge": [-0.022, 0.021, 0.000, -0.258, 0.259]
}

(9)
{
  "formula": "HN3O4",
  "method": "the ωB97M-V functional and the def2-TZVPD basis",
  "energy_ha": -465.5680,
  "e_lumo_ev": -0.27,
  "smiles": "O=[N+]([O-])N[N+](=O)[O-]",
  "e_homo_ev": -11.955,
  "charge": 0,
  "homo_lumo_gap_ev": 11.7,
  "multiplicity": 1,
  "symbols": ["O", "N", "O", "N", "N", "O", "O", "H"],
  "xyz": [[1.68274, 0.43527, 0.64802], [0.68922, -0.02757, 1.09401], [0.35607, -0.19982, 2.21852], [-0.28121, -0.43985, 0.16889], [-0.35394, 0.11417, -1.33089], [0.53868, 0.65601, -1.80099], [-1.46986, -0.11088, -1.65709], [-1.16169, -0.42731, 0.65953]],
  "forces_ev_per_angstrom": [[1.6, 0.5, -0.2], [-1.0, 0.2, -1.9], [-0.2, -0.3, 1.9], [1.1, -0.2, -1.0], [-2.5, -1.0, 4.2], [2.2, 0.8, -1.2], [-0.7, -0.1, -1.3], [-0.6, 0.1, -0.5]],
  "nbo_charge": [-0.351, 0.643, -0.371, -0.448, 0.690, -0.237, -0.329, 0.403]
}

(10)
{
  "formula": "HN4O3",
  "method": "the ωB97M-V functional and the def2-TZVPD basis",
  "energy_ha": -445.1016,
  "e_lumo_ev": [4.68, 4.16],
  "e_homo_ev": [-3.121, -2.419],
  "charge": -1,
  "homo_lumo_gap_ev": [7.8, 6.6],
  "multiplicity": 1,
  "symbols": ["N", "N", "N", "N", "O", "O", "O", "H"],
  "xyz": [[-1.04814, 0.15001, 0.60125], [-3.10634, 0.29146, 0.41777], [0.08666, 0.66157, 0.56334], [-1.20217, -1.06734, 0.16729], [-0.34291, -1.75280, -0.31057], [-3.34313, 0.74066, -0.68672], [-2.44426, -1.43791, 0.26629], [0.75717, 0.25051, -0.16661]],
  "forces_ev_per_angstrom": [[1.5, -0.1, 2.0], [-3.4, 2.4, -2.7], [2.8, 1.4, -1.3], [-2.7, 0.6, 0.2], [2.2, -1.7, -1.0], [0.6, -1.2, 2.4], [0.3, -1.3, -0.4], [-1.2, -0.1, 0.8]],
  "nbo_charge": [-0.092, 0.187, -0.478, 0.497, -0.502, -0.423, -0.464, 0.275]
}

(11)
{
  "formula": "HN5",
  "method": "the ωB97M-V functional and the def2-TZVPD basis",
  "energy_ha": -274.2936,
  "e_lumo_ev": 0.38,
  "smiles": "n1nn[nH]n1",
  "e_homo_ev": -11.628,
  "charge": 0,
  "homo_lumo_gap_ev": 12.0,
  "multiplicity": 1,
  "symbols": ["N", "N", "N", "N", "N", "H"],
  "xyz": [[-1.26347, -0.66384, 0.02373], [-1.17472, 0.65966, 0.01581], [-0.00326, 1.08023, 0.01352], [0.78674, -0.01211, 0.03997], [-0.10766, -1.14345, 0.02119], [1.76237, 0.07951, -0.11422]],
  "forces_ev_per_angstrom": [[1.0, -0.4, 0.0], [-2.7, 2.2, 0.1], [2.3, -1.0, 0.0], [-4.7, -0.6, 0.0], [3.2, 0.4, 0.0], [0.8, -0.6, 0.0]],
  "nbo_charge": [-0.051, -0.100, -0.001, -0.261, -0.014, 0.428]
}

(12)
{
  "formula": "HNO3",
  "method": "the ωB97M-V functional and the def2-TZVPD basis",
  "energy_ha": -280.8305,
  "e_lumo_ev": [0.83, -0.90],
  "e_homo_ev": [-11.125, -8.034],
  "charge": 0,
  "homo_lumo_gap_ev": [12.0, 7.1],
  "multiplicity": 1,
  "symbols": ["N", "O", "O", "O", "H"],
  "xyz": [[-0.52624, 0.60151, -1.79974], [0.42438, 0.57306, -1.24239], [-0.25761, -0.20763, 0.66270], [0.17240, -1.38473, 1.08472], [0.18707, 0.41779, 1.29471]],
  "forces_ev_per_angstrom": [[-4.1, 0.2, -2.7], [4.5, 0.4, 1.1], [0.3, -0.4, 2.5], [-0.2, -0.1, -0.2], [-0.5, -0.2, -0.7]],
  "nbo_charge": [0.183, -0.171, -0.319, -0.160, 0.468]
}

(13)
{
  "formula": "HNO3S",
  "method": "the ωB97M-V functional and the def2-TZVPD basis",
  "energy_ha": -679.0667,
  "e_lumo_ev": [-1.77, -1.64],
  "e_homo_ev": [-9.468, -9.100],
  "charge": 0,
  "homo_lumo_gap_ev": [7.7, 7.5],
  "multiplicity": 1,
  "symbols": ["N", "O", "O", "O", "S", "H"],
  "xyz": [[1.20095, -0.80819, 2.29191], [1.97953, -1.23906, 3.06579], [0.57361, 0.20017, 2.19528], [-1.38202, 1.40198, 0.65378], [-1.98333, 0.57429, -0.69253], [-0.47819, 1.92949, 0.55120]],
  "forces_ev_per_angstrom": [[-0.4, 0.3, -0.4], [0.2, 0.0, 0.3], [0.4, -0.3, 0.2], [1.4, 0.7, -1.2], [1.1, 1.2, 1.5], [-2.7, -1.9, -0.4]],
  "nbo_charge": [0.525, -0.252, -0.275, -0.811, 0.312, 0.500]
}

(14)
{
  "formula": "HO",
  "method": "the ωB97M-V functional and the def2-TZVPD basis",
  "energy_ha": -75.8060,
  "e_lumo_ev": 6.61,
  "smiles": "[OH-]",
  "e_homo_ev": -1.730,
  "charge": -1,
  "homo_lumo_gap_ev": 8.3,
  "multiplicity": 1,
  "symbols": ["O", "H"],
  "xyz": [[0.00568, -0.10326, -0.01857], [-0.04542, 0.82608, 0.14856]],
  "forces_ev_per_angstrom": [[0.1, -1.0, -0.2], [-0.1, 1.0, 0.2]],
  "nbo_charge": [-1.380, 0.380]
}

In eV, the ΔE to the lowest compared entry with this formula, charge and spin values for the records above are, in order, 1.2784; 1.4412; 0.7973; 1.6493; 0.5017; 0.2659; 3.4785; 0.3821; 1.9652; 2.9870; 0.3333; 1.2298; 2.3171; 0.0097.